Record 1
C22H50FN6O2Zn | ωB97M-V/def2-TZVPD

The calculation puts the highest occupied orbital energy at -24.095 eV. For the largest force on an atom, the calculation gives 5.16 eV/A. As for the spin multiplicity: 2. The LUMO energy comes out at -21.348 eV. Its total energy is -3223.49307 Eh. The calculation puts the HOMO-LUMO gap at 2.747 eV. Its net charge is +6.

Last column: Löwdin spin population.
Geometry (Å):
1 Zn -9.54745 14.81261 14.82675  -0.0001
2 F -9.78698 15.99331 13.30009  -0.0002
3 C -11.68763 19.45639 16.83034  0.0038
4 C -12.73410 18.38005 16.67918  -0.0015
5 N -13.48675 18.43796 15.48902  0.0353
6 C -14.73819 18.98707 15.41449  0.2930
7 C -15.16318 18.77454 14.08429  0.3319
8 N -14.20589 18.10096 13.33239  0.0095
9 C -13.15909 17.92439 14.24078  0.3066
10 C -14.22745 17.65064 11.94668  -0.0050
11 H -11.05489 19.31648 17.70679  0.0001
12 H -12.29660 20.36036 16.82012  0.0014
13 H -11.07588 19.57864 15.93652  0.0010
14 H -13.42092 18.41098 17.52501  -0.0008
15 H -12.41320 17.34748 16.81682  0.0007
16 H -15.21078 19.21450 16.35860  0.0062
17 H -16.16464 19.00586 13.75269  0.0089
18 H -12.30741 17.32029 13.96490  0.0097
19 H -13.49962 16.84782 11.82897  -0.0008
20 H -13.93182 18.50461 11.33723  -0.0022
21 H -15.23829 17.27006 11.80014  -0.0012
22 C -3.10004 20.58893 12.08679  0.0000
23 C -4.22196 19.93703 11.29199  0.0000
24 N -5.46582 20.04613 12.06547  0.0000
25 C -6.36362 21.05700 11.90132  0.0000
26 C -7.40909 20.73946 12.72693  0.0000
27 N -7.14042 19.60698 13.47916  0.0000
28 C -5.91103 19.16962 13.02231  0.0000
29 C -8.00593 19.08948 14.60744  0.0000
30 H -2.29341 20.83302 11.39552  0.0000
31 H -2.76239 19.85281 12.81632  0.0000
32 H -3.40141 21.50611 12.59281  0.0000
33 H -4.04402 18.86536 11.20278  0.0000
34 H -4.27181 20.35234 10.28545  0.0000
35 H -6.33388 21.92977 11.26587  0.0000
36 H -8.40912 21.12996 12.84460  0.0000
37 H -5.38886 18.32704 13.45104  0.0000
38 H -9.06030 19.34402 14.49968  0.0000
39 H -7.44352 19.33815 15.50741  0.0000
40 H -8.00636 17.99952 14.61574  0.0000
41 C -6.12192 14.99801 8.77348  0.0000
42 N -7.53001 15.30681 9.36155  0.0000
43 C -8.28294 16.15048 8.35559  0.0000
44 C -8.19851 13.97763 9.70917  0.0000
45 C -7.42058 16.17123 10.62864  0.0000
46 C -6.26094 16.00735 11.59408  0.0000
47 O -5.10369 16.57131 11.14409  0.0000
48 H -6.34044 14.37301 7.90762  0.0000
49 H -5.58914 14.41521 9.52487  0.0000
50 H -5.58160 15.89072 8.45847  0.0000
51 H -9.29630 16.45844 8.61320  0.0000
52 H -8.34667 15.49424 7.48762  0.0000
53 H -7.76840 17.04143 7.99565  0.0000
54 H -8.19114 13.47851 8.74020  0.0000
55 H -9.15248 14.40926 10.01203  0.0000
56 H -7.66055 13.51757 10.53805  0.0000
57 H -8.42952 16.18200 11.04099  0.0000
58 H -7.31254 17.17572 10.21948  0.0000
59 H -6.16407 14.92730 11.70451  0.0000
60 H -6.48940 16.47489 12.55184  0.0000
61 H -4.40785 16.43855 11.79199  0.0000
62 C -9.51367 21.15913 9.68215  0.0000
63 N -10.54301 20.21290 9.14062  0.0001
64 C -11.49209 20.88340 8.12052  0.0000
65 C -9.89388 19.00302 8.38656  0.0000
66 C -11.38804 19.78596 10.35394  -0.0001
67 C -10.55780 19.02328 11.48226  0.0018
68 O -10.36109 17.70844 11.08253  0.0004
69 H -9.99439 21.76708 10.44858  0.0000
70 H -9.02179 21.84886 8.99627  0.0000
71 H -8.63002 20.67591 10.09902  0.0000
72 H -12.10436 20.11313 7.65157  0.0000
73 H -10.85361 21.42684 7.42403  0.0000
74 H -12.10406 21.64240 8.60787  0.0000
75 H -9.41935 19.33238 7.46221  0.0000
76 H -10.67982 18.27284 8.19361  0.0000
77 H -9.00193 18.63473 8.89339  0.0000
78 H -12.19720 19.14186 10.00970  -0.0001
79 H -11.91865 20.63653 10.78182  0.0000
80 H -10.94942 19.09920 12.49664  0.0013
81 H -9.54897 19.42109 11.59236  0.0002
82 H -10.23232 17.24822 11.91513  0.0000


Record 2
C22H50LuN3P3S | ωB97M-V/def2-TZVPD

For the relative energy (zero: lowest compared OMol25 entry of this formula, charge and spin), the calculation gives 0.00 kJ/mol. The calculation puts the highest occupied orbital energy at -15.436 eV. For the largest force on an atom, the calculation gives 3.16 eV/A. As for the spin multiplicity: 1. The LUMO energy comes out at -8.475 eV. Its total energy is -3689.40362 Eh. The calculation puts the HOMO-LUMO gap at 6.961 eV. Its net charge is +3.

Last column: Mulliken charge in e.
Geometry (Å):
1 Lu -0.71353 -0.94338 0.16685  0.8388
2 P -1.12156 1.75183 1.29911  1.2622
3 P -3.38652 -0.86969 -0.64725  0.9351
4 P 3.67905 1.54991 -1.15162  1.0115
5 H 1.69498 -2.52384 -4.90052  0.2590
6 C 2.17814 -2.04132 -4.04818  -0.5447
7 C 2.26073 -2.65338 -2.86005  -0.4161
8 H 1.69164 -3.56236 -2.76067  0.3020
9 C -0.96610 3.28249 0.27032  -1.1167
10 C -2.67915 2.30511 2.15365  -1.5648
11 C 0.10456 2.26989 2.59125  -1.2213
12 C -4.14214 -2.29086 -1.56624  -1.3560
13 C -4.62319 -0.45796 0.67501  -1.1954
14 C -3.61086 0.53683 -1.84008  -0.9830
15 C 5.25755 1.28835 -1.98985  -1.1632
16 C 3.58293 0.80700 0.53351  -0.7808
17 C 2.96274 3.21837 -1.15701  -1.0177
18 H 2.66368 -1.09755 -4.32988  0.2192
19 H 3.01824 -2.42582 -2.09880  0.2199
20 H -0.96290 4.20461 0.87593  0.4317
21 H -1.81536 3.35385 -0.42365  0.4052
22 H -0.02567 3.25635 -0.29557  0.0920
23 H -2.57949 3.33666 2.52587  0.4964
24 H -2.90922 1.66082 3.01322  0.3815
25 H -3.53569 2.28024 1.46649  0.4227
26 H -0.34040 2.98912 3.30001  0.4612
27 H 0.99127 2.73344 2.13146  0.3006
28 H 0.44587 1.40293 3.17067  0.1240
29 H -5.00573 -2.65521 -0.99818  0.4839
30 H -3.38507 -3.08856 -1.59139  0.3238
31 H -4.42655 -2.01988 -2.59344  0.4292
32 H -5.58718 -0.18443 0.21479  0.4369
33 H -4.26406 0.37897 1.31125  0.1264
34 H -4.76551 -1.34430 1.32025  0.4114
35 H -4.49550 0.37382 -2.48306  0.4933
36 H -2.70964 0.57123 -2.48104  0.0840
37 H -3.71598 1.48270 -1.27594  0.3291
38 H 5.77907 2.24254 -2.06779  0.4175
39 H 5.04988 0.89834 -2.99781  0.4113
40 H 5.83640 0.56625 -1.40906  0.3919
41 H 4.28325 1.28719 1.24208  0.5231
42 H 3.82870 -0.26477 0.47593  0.3586
43 H 2.55540 0.87875 0.93166  -0.0171
44 H 3.72897 3.98887 -1.31997  0.4460
45 H 2.44356 3.38496 -0.21003  0.2354
46 H 2.22296 3.28525 -1.96185  0.3393
47 C -0.07244 -0.01849 -2.98542  0.6986
48 C -0.03479 1.25782 -3.55644  -0.6540
49 C -0.81358 1.54998 -4.67216  -0.8148
50 C -1.44909 0.49903 -5.33873  -0.5422
51 C -1.42627 -0.80762 -4.82941  -0.8619
52 C -0.81975 -1.03869 -3.60771  -0.0293
53 S 0.96171 -0.36413 -1.66585  -0.1352
54 H 2.83502 0.77921 -2.01310  -0.3198
55 H 0.58389 1.99506 -3.06250  0.2271
56 H -0.89286 2.56553 -5.08423  0.4458
57 H -1.91862 0.66211 -6.31042  0.4523
58 H -1.82268 -1.65119 -5.41802  0.4702
59 H -0.88867 -2.01650 -3.13920  0.4628
60 C 3.06978 -1.77250 3.22442  -0.9830
61 N 1.69455 -1.71894 3.73673  0.0995
62 C 1.46976 -2.32796 5.05406  -0.8774
63 C 0.67354 -1.59410 2.87079  0.6603
64 N 0.87493 -1.29773 1.57266  -0.2641
65 N -0.63283 -1.75553 3.29205  0.2544
66 C -1.13477 -1.02056 4.45706  -1.1559
67 C -1.63258 -2.08583 2.25833  -1.1971
68 H 3.67859 -2.27097 3.98696  0.4015
69 H 3.49785 -0.77359 3.03594  0.2216
70 H 3.15891 -2.36307 2.30093  0.4420
71 H 1.06703 -1.59691 5.77460  0.3027
72 H 0.76548 -3.16723 4.94964  0.3519
73 H 2.43490 -2.72448 5.41648  0.4022
74 H 1.84303 -1.16279 1.29319  -0.3339
75 H -2.06218 -0.49035 4.20346  0.3409
76 H -1.34623 -1.71219 5.28380  0.3285
77 H -0.38503 -0.27663 4.75962  0.4486
78 H -1.98614 -1.12663 1.75253  0.0606
79 H -1.21765 -2.84608 1.57243  0.5585
80 H -2.56544 -2.47141 2.67712  0.5113